51
Properties=species:S:1:pos:R:3:mulliken_spin:R:1 method="wB97M-V/def2-TZVPD" homo_lumo_gap_ev="4.413 / 5.981" s2=3.80 homo_energy_ev="-5.122 / -6.635" mol_weight_g_mol=415.35 e_above_lowest_kj_mol=251.1 multiplicity=4
O -1.1190 -2.5602 -3.2222 0.00
H -2.0091 -2.5587 -3.7246 0.01
V -0.4675 -0.3734 -0.7332 2.04
N 0.9910 -1.2723 0.1481 0.05
N 0.7974 -0.7400 -2.3101 0.31
O 1.3898 -0.8104 1.4615 0.04
O 0.3570 -0.7733 -3.6092 0.11
C 1.9457 -1.8446 -0.6056 0.26
C 1.8291 -1.5794 -2.0048 0.05
C 3.1158 -2.5104 -0.0172 -0.02
C 2.7603 -2.0983 -3.0290 0.00
H 2.9146 -2.8737 1.0036 0.01
H 3.9723 -1.8112 0.0315 0.03
H 3.4446 -3.3770 -0.6193 0.01
H 2.3440 -1.9210 -4.0316 0.00
H 2.9394 -3.1733 -2.9006 0.00
H 3.7240 -1.5755 -2.9497 0.00
H 1.2573 -1.6071 2.0862 0.00
H -0.5909 -1.7688 -3.4384 0.00
O -1.4879 1.1008 -2.6582 0.02
H -1.2522 2.0088 -2.4134 0.00
H -0.8834 0.7886 -3.3375 -0.01
C -1.5987 -1.6309 -1.1817 -0.12
H -1.9022 -0.9266 -1.9685 -0.01
H -0.7981 -2.3148 -1.0284 0.03
H -2.4839 -2.1714 -0.9903 0.00
O 1.3788 -2.6217 3.3405 0.00
H 0.4766 -2.7987 3.6789 0.00
H 1.7812 -2.0525 4.0660 0.00
C 2.1365 3.0138 0.1494 -0.02
C 1.5919 1.8858 -0.4793 0.09
N 0.3515 1.4735 -0.1465 -0.03
C -0.3749 2.0536 0.8307 0.06
C 0.1063 3.2385 1.4629 -0.01
C 1.3896 3.6911 1.0846 0.07
C -0.7424 3.8520 2.4188 0.00
C -1.9665 3.3262 2.7632 -0.01
C -2.4464 2.0917 2.2151 -0.01
C -3.6662 1.4854 2.5780 0.04
C -3.9895 0.2629 2.0396 -0.01
C -3.0973 -0.3761 1.1611 0.05
N -1.9500 0.2230 0.7430 0.02
C -1.6217 1.4441 1.2497 -0.03
H 3.1398 3.3131 -0.1394 0.00
H 2.1045 1.2994 -1.2424 0.00
H 1.7722 4.5872 1.5703 0.00
H -0.3902 4.7722 2.8776 0.00
H -2.6162 3.8222 3.4857 0.00
H -4.3123 2.0003 3.2842 0.00
H -4.9307 -0.2432 2.2755 0.00
H -3.3141 -1.3697 0.7754 0.00

=====

23
Properties=species:S:1:pos:R:3:lowdin_charge:R:1 method="wB97M-V/def2-TZVPD" homo_lumo_gap_ev=3.392 total_charge=+1 homo_energy_ev=-12.192 mol_weight_g_mol=145.16 e_above_lowest_kj_mol=592.2
Al -1.9678 -2.2187 0.7083 1.07
C -0.3868 1.8534 0.3858 0.02
C -1.6786 1.4835 1.2090 -0.56
C -2.4744 2.7503 1.4998 -0.03
O -2.3817 0.5572 0.5774 -0.12
H 0.1712 1.0068 -0.0125 0.03
H 0.3122 2.2991 1.1011 0.10
H -0.5815 2.5806 -0.3972 0.10
H -1.3091 1.0290 2.1544 0.16
H -2.7508 3.3136 0.6146 0.09
H -1.8807 3.3867 2.1588 0.09
H -3.3549 2.4346 2.0585 0.09
C 1.6475 -0.5749 -1.3140 -0.03
C 1.2123 -2.0473 -1.4853 -0.58
C 2.0296 -2.9793 -0.5827 -0.04
O -0.0756 -2.2077 -1.3541 -0.14
H 0.9219 0.1298 -1.7173 0.08
H 2.6301 -0.3831 -1.7402 0.09
H 1.7212 -0.3377 -0.2439 0.08
H 1.5374 -2.3230 -2.5231 0.21
H 1.7162 -2.8787 0.4586 0.08
H 3.0991 -2.8436 -0.7322 0.09
H 1.8431 -4.0305 -0.8238 0.09

=====

97
Properties=species:S:1:pos:R:3:lowdin_charge:R:1 method="wB97M-V/def2-TZVPD" homo_lumo_gap_ev=7.535 total_charge=-1 homo_energy_ev=-5.607 mol_weight_g_mol=1119.79
C 2.7304 -2.5402 -0.3179 -0.14
C 1.4763 -2.9556 -1.2273 -0.39
C 1.4101 -2.0604 -2.5923 -0.09
C 0.0728 -3.0378 -0.4485 -0.19
C -0.1770 -1.8824 0.6442 -0.17
B -1.6239 -1.1345 0.4053 -0.77
C -2.8103 -1.5782 1.4782 -0.15
C -4.2232 -1.4182 0.6646 -0.16
C -4.6676 -2.7698 -0.0823 -0.38
O -3.8584 -3.3206 -0.8899 0.03
N -5.9579 -3.4813 0.1315 0.03
C -7.1253 -2.7163 -0.3487 -0.25
C -7.6626 -1.3902 0.2384 -0.05
C -8.9411 -0.6454 -0.2942 -0.07
C -9.7249 -1.3026 -1.4815 -0.09
C -9.1917 -2.6215 -2.0883 -0.09
C -7.9292 -3.3266 -1.5472 -0.01
C -1.5604 0.5120 0.3971 -0.70
I -0.4966 1.3932 2.0970 0.75
C -0.9677 0.9590 -1.0504 -0.73
C 0.5928 1.3314 -1.0329 -0.23
I -2.2315 2.6441 -1.7568 0.72
H 2.6824 -1.3922 -0.1939 0.07
H 2.6899 -2.9741 0.7538 0.03
H 3.7204 -2.8012 -0.8506 0.05
H 1.6972 -4.0305 -1.6045 0.12
H 2.1634 -2.5393 -3.3280 0.07
H 1.6852 -0.9673 -2.4212 0.04
H 0.3708 -2.2301 -3.0327 0.07
H 0.0549 -4.0562 0.1023 0.11
H -0.7468 -3.1164 -1.2517 0.10
H -0.2328 -2.4169 1.6726 0.10
H 0.6566 -1.1058 0.7269 0.04
H -2.0364 -1.4642 -0.6779 0.08
H -2.6685 -2.6643 1.8199 0.10
H -2.7588 -0.8620 2.3711 0.07
H -4.1495 -0.5639 -0.0894 0.06
H -5.0039 -1.1417 1.4578 0.09
H -6.0484 -3.5948 1.1629 0.13
H -7.1409 -0.8945 1.1273 0.08
H -9.3190 0.3269 0.1814 0.08
H -10.6850 -0.8237 -1.8928 0.08
H -9.7692 -3.1084 -2.9368 0.08
H -7.5547 -4.3073 -2.0016 0.10
H -2.6299 0.9522 0.4340 0.02
H -1.1053 0.1174 -1.8239 0.08
H 0.7478 2.3349 -0.4987 0.05
H 0.8997 1.5068 -2.1358 0.04
H 1.2516 0.4967 -0.6228 0.06
Cl 6.0579 -2.4745 0.9235 0.56
C 6.1301 -1.8155 2.5766 -0.65
C 5.2124 -2.5578 3.5271 -0.65
Cl 3.4929 -2.2625 3.1691 0.61
H 5.8851 -0.7529 2.5293 0.07
H 7.1657 -1.9114 2.9100 0.07
H 5.3843 -2.2169 4.5501 0.02
H 5.3854 -3.6350 3.4943 0.07
Cl 2.0189 -2.1034 8.4284 0.52
C 1.5464 -0.7221 7.4056 -0.66
C 2.1957 -0.7744 6.0378 -0.67
Cl 3.9528 -0.4929 6.1167 0.53
H 1.8027 0.1959 7.9373 0.07
H 0.4604 -0.7631 7.3011 0.08
H 1.7790 0.0080 5.3996 0.06
H 2.0290 -1.7354 5.5493 0.04
Cl 4.0159 1.4972 -3.0530 0.56
C 3.0545 1.4161 -4.5503 -0.66
C 2.8933 2.7765 -5.1994 -0.66
Cl 1.8531 3.8586 -4.2398 0.55
H 2.0884 0.9685 -4.3089 0.06
H 3.5818 0.7421 -5.2286 0.07
H 2.4187 2.6671 -6.1768 0.07
H 3.8562 3.2705 -5.3427 0.06
Cl 5.2740 8.0426 -2.6382 0.53
C 4.5928 6.5352 -3.3021 -0.68
C 5.4053 5.3182 -2.9084 -0.67
Cl 7.0022 5.2915 -3.6993 0.52
H 4.5281 6.6419 -4.3863 0.07
H 3.5786 6.4463 -2.9081 0.06
H 4.8843 4.4094 -3.2176 0.02
H 5.5606 5.2703 -1.8294 0.07
Cl 5.8078 3.5630 3.0620 0.54
C 5.2775 4.3617 4.5634 -0.67
C 4.7521 3.3711 5.5829 -0.66
Cl 3.2089 2.6425 5.0776 0.55
H 4.5245 5.1073 4.3026 0.07
H 6.1474 4.8834 4.9681 0.07
H 4.5658 3.8794 6.5314 0.07
H 5.4645 2.5640 5.7638 0.06
Cl -5.5666 -0.6280 -2.1853 0.68
C -4.4091 -0.1666 -3.4565 -0.64
C -5.0709 0.5919 -4.5887 -0.66
Cl -6.1576 -0.4444 -5.5500 0.52
H -3.9186 -1.0743 -3.8132 0.08
H -3.6557 0.4609 -2.9779 -0.02
H -4.3101 0.9724 -5.2735 0.07
H -5.6507 1.4395 -4.2194 0.07

=====

Max |F| (eV/A)
5.5 2.2 5.1